C35H42Br2N5O2 | wB97M-V/def2-TZVPD

The geometry in XYZ format:
```
86
Properties=species:S:1:pos:R:3:mulliken_charge:R:1
H 4.98 0.59 2.32 0.3185
H 4.79 -2.49 -0.66 0.4843
H -8.73 -4.21 -5.40 0.3624
C 0.11 -1.33 2.36 -0.3205
H 2.19 -3.81 3.01 0.4331
C -3.43 4.04 0.86 -1.0826
H -3.39 -3.60 -1.32 0.4346
C -1.81 -0.55 -1.16 -0.6931
N -0.55 0.47 0.78 0.6706
C 0.73 -2.72 2.30 0.0637
O 0.18 -3.63 1.73 -0.5855
H 3.83 -2.42 -3.95 0.3832
H -2.50 -0.08 -1.85 0.6042
C 0.48 -0.50 1.11 -0.5686
C -6.23 -2.52 -3.00 0.2567
Br -0.19 -0.93 -2.16 -0.0364
C -5.93 3.85 0.61 -1.4472
H 6.20 3.62 5.47 0.3740
C 4.83 5.20 5.00 -0.4161
C -7.88 -4.21 -3.43 -0.4059
H -3.41 5.10 1.12 0.4571
C -2.54 -2.96 -1.58 -1.5695
C -6.98 -3.61 -2.56 -0.3789
H 3.28 6.56 4.40 0.3711
H -8.47 -5.06 -3.09 0.3703
H -5.80 3.58 -0.44 0.3868
H -3.39 3.95 -0.23 0.3850
H 3.22 -0.57 3.63 0.5469
H 0.69 -1.11 0.24 -0.0280
C 7.29 -0.84 -4.59 -0.3780
H 2.56 2.43 3.57 0.1916
C 5.00 -0.87 0.75 -0.6994
C -7.27 -2.66 -5.16 -0.3539
C -2.45 -1.82 -0.58 0.5980
H 1.40 0.05 1.33 0.2557
H -1.65 -3.58 -1.53 0.4269
C 3.45 -2.69 0.99 -0.3370
C -6.37 -2.06 -4.30 -0.5825
C 3.20 3.21 3.97 0.0903
H 5.78 -0.38 0.18 0.4890
H 4.34 -0.17 -3.08 0.4263
H -0.97 -1.43 2.46 0.6354
H -6.87 -3.97 -1.55 0.3605
H -2.72 -2.59 -2.58 0.4119
H -5.53 -2.05 -2.32 0.0972
H 1.83 4.79 3.49 0.3373
C 2.79 4.53 3.92 -0.2821
H 4.75 1.85 4.55 0.3489
Br -4.27 -1.29 -0.02 -0.0687
C 5.24 3.88 5.04 -0.5463
H -0.07 1.87 2.26 0.1580
H -6.14 4.91 0.73 0.3500
C -4.71 3.44 1.41 0.6318
C 5.77 -2.68 -4.84 -0.4198
N -0.68 1.64 1.49 -0.2554
C -1.53 0.50 -0.13 0.1643
C 4.43 2.88 4.52 -0.3469
H 5.55 -3.67 -5.22 0.3677
C -8.03 -3.74 -4.73 -0.4400
N -2.23 3.44 1.44 -0.1560
H -4.91 3.14 3.35 0.3515
H 3.02 -3.61 0.64 0.4638
H -4.62 2.35 1.41 0.2719
H 5.46 5.98 5.40 0.3696
H -7.38 -2.30 -6.17 0.3675
O -4.83 3.89 2.76 -0.5904
H 8.26 -0.40 -4.78 0.3694
C 4.56 -0.33 1.95 -0.3333
C 3.57 -0.98 2.69 0.1013
C 3.60 5.53 4.44 -0.4924
C 3.02 -2.15 2.20 -0.3966
C 5.09 -0.71 -3.64 -0.3299
H 0.49 -0.82 3.24 0.3411
C 4.81 -1.98 -4.13 -0.3806
H -1.97 -2.12 0.35 -0.1423
H -5.78 -1.21 -4.64 0.3447
H -6.79 3.30 0.98 0.3419
H 7.76 -2.66 -5.63 0.3676
N 1.97 -2.82 2.96 -0.2622
H -1.80 3.91 2.22 0.2534
C 7.01 -2.11 -5.07 -0.3598
C -1.75 2.29 0.99 0.5691
C 6.33 -0.14 -3.87 -0.4199
N -2.28 1.59 -0.02 -0.3731
C 4.45 -2.05 0.27 -0.6519
H 6.56 0.85 -3.49 0.3750
```

Values from the calculation:
Energy above the lowest of the compared OMol25 structures with the same formula, charge and spin (eV): 0.000
E_HOMO (eV): -10.9326
Charge: +1
Lowest unoccupied orbital energy (eV): -2.891

---

C35H42BrN7O4PSn | wB97M-V/def2-TZVPD

The geometry in XYZ format:
```
91
Properties=species:S:1:pos:R:3:mulliken_charge:R:1
N -4.10 -5.48 -3.66 -0.2791
H 1.41 3.24 -2.60 0.4372
H 3.37 1.05 -0.59 0.4189
C 4.23 0.73 5.28 -0.7209
H 0.91 0.12 -4.43 0.4299
C 3.23 -3.65 2.68 -0.6899
C 4.45 1.89 -2.87 -1.0173
C -5.94 -0.09 1.58 -0.4468
N 3.26 2.39 -2.19 0.1466
H 2.71 3.08 2.63 0.4291
C -2.03 1.03 2.57 -0.6852
C 2.42 -1.46 2.03 -0.3386
H 4.34 -0.74 -2.57 0.4543
H -3.83 -4.28 -1.26 0.4567
C 4.22 2.84 4.14 -0.6551
H 4.96 2.72 -3.37 0.2931
H 3.40 -1.09 -4.01 0.4607
N 4.11 0.88 -3.87 0.1762
H -2.24 -4.49 -3.86 0.3311
C -4.54 -0.25 -0.32 -0.4648
C 2.23 -2.69 2.66 -0.2765
H 3.70 2.27 -5.34 0.3651
H -3.71 -6.37 -3.35 0.3495
H 3.08 -4.58 3.21 0.4148
H 0.21 1.25 -3.24 0.4039
C -0.79 1.66 -0.80 0.4418
C -3.16 -4.35 -3.30 -0.4282
H 4.64 0.08 6.04 0.4055
C -3.95 4.28 2.16 -0.1033
C 1.35 -0.43 2.01 -0.1665
C 3.23 1.43 -4.84 -0.7959
N -2.02 -3.31 -1.34 -0.0909
H 2.75 -0.68 4.66 0.4497
N 1.95 1.95 -4.20 0.1179
Sn -0.39 -1.01 0.72 0.4056
H -1.11 -3.28 -1.79 0.1497
H 0.69 1.47 2.59 0.7074
C -5.14 -1.02 2.21 -0.5623
C 3.57 -0.34 -3.23 -1.1492
C -2.22 3.03 0.73 -0.3733
C -4.05 -1.52 1.50 -0.1875
N -3.75 -1.16 0.28 0.1776
H -6.79 0.34 2.10 0.4394
H -4.28 -5.53 -4.66 0.3591
C -1.51 1.87 0.49 0.0805
O -0.77 2.53 -1.67 -0.7824
H 2.77 3.82 -3.62 0.3874
H 4.62 3.84 3.99 0.4046
H -1.91 0.22 3.28 0.4803
C -2.88 3.19 1.96 0.5066
H -6.24 1.40 -1.49 0.3595
C 1.14 0.83 -3.62 -0.8239
O -0.19 0.51 -0.94 -0.1412
H -4.24 0.04 -1.32 0.3502
H 3.81 -0.28 0.90 0.3639
C 4.77 2.00 5.10 -0.4565
H 5.22 -4.15 2.06 0.4047
H -5.33 -1.36 3.22 0.4909
C 3.64 -1.24 1.38 0.1817
P 1.98 -0.10 -2.23 0.4593
H -7.54 1.18 -0.30 0.3948
O -4.96 3.88 1.53 -0.6446
O -3.73 5.27 2.86 -0.6791
C -2.88 -4.36 -1.79 -0.9866
H -2.28 3.78 -0.04 0.5514
C 4.64 -2.20 1.39 -0.9690
C 3.14 2.42 3.37 -0.4153
C -2.75 2.16 2.89 -0.6742
C -5.65 0.32 0.27 0.6771
C 4.44 -3.41 2.04 -0.4650
C -6.47 1.36 -0.43 -1.3607
H -4.99 -5.36 -3.18 0.3511
C 2.34 2.96 -3.10 -0.8207
C 3.17 0.30 4.50 -0.0261
H 5.58 -2.01 0.89 0.4219
C 2.61 1.14 3.54 0.0374
Br -2.90 -2.81 2.33 -0.1049
H -3.62 -3.41 -3.61 0.3457
H -2.43 -5.32 -1.54 0.4408
H -3.23 2.24 3.86 0.5046
C 2.64 1.39 -1.32 -0.6858
H 1.39 2.44 -4.89 0.3416
H -6.24 2.33 0.02 0.2504
H 5.59 2.34 5.71 0.3980
H 2.95 0.68 -5.58 0.3663
C 1.47 0.72 2.68 -0.1790
N -1.42 0.88 1.39 0.5748
H 1.83 1.87 -0.77 0.3920
H 5.12 1.45 -2.14 0.3951
H -2.44 -2.39 -1.33 0.0163
H 1.29 -2.87 3.17 0.4968
```

Values from the calculation:
E_HOMO (eV): -9.1242
Charge: +1
Lowest unoccupied orbital energy (eV): -3.711

---

C35H42Cl2N7Si2Ti | wB97M-V/def2-TZVPD

The geometry in XYZ format:
```
89
Properties=species:S:1:pos:R:3:mulliken_charge:R:1
H 2.54 -2.85 -3.45 0.4824
H 5.35 -0.24 -0.77 0.3159
C 3.57 0.78 -0.13 1.3432
H -2.63 -4.88 -2.76 0.4791
H 3.15 0.42 -3.76 0.3543
C -2.98 -5.01 -1.74 -0.5454
Si 1.03 3.51 1.25 0.1627
C 0.91 1.93 -2.47 -1.1718
C -1.17 1.71 -1.87 -0.6627
H 4.71 0.50 -2.93 0.4267
H 1.98 1.84 -2.40 0.5882
C -2.63 -4.07 -0.78 0.6340
C 5.85 1.55 0.23 -1.2060
C 1.92 -2.24 -2.79 -1.1978
C -3.74 -6.10 -1.40 -0.9169
H 0.99 5.68 0.06 0.4165
H -3.27 1.35 -1.38 0.3079
H 0.78 3.13 3.65 0.2573
H 0.52 3.09 -4.31 0.4397
N 0.12 1.39 -1.52 2.4091
H -4.01 -6.84 -2.14 0.4333
H -2.07 2.81 -3.56 0.5494
C -3.34 0.09 3.32 -0.0346
H 2.64 5.36 0.58 0.3449
C -3.68 0.73 4.50 -0.7074
Ti 0.75 0.30 0.30 -0.9818
C 3.91 -0.18 -3.25 -1.5718
H 3.66 3.69 1.65 0.1779
H -1.33 2.81 1.52 -0.4124
C -4.15 -6.29 -0.08 0.5533
H 2.17 -1.16 1.96 0.4762
N -1.86 -2.95 -1.13 0.3908
C -1.86 -2.26 -2.34 -1.3072
C 1.37 3.84 3.07 -1.1713
Cl 1.93 -3.07 0.64 -0.2477
C -2.23 1.23 -1.03 -0.7979
C -3.79 -5.35 0.89 -1.0660
C -4.19 2.73 3.28 -0.6550
C -3.09 0.08 0.80 -0.3623
C -1.20 2.43 -3.06 -0.8263
H -3.92 2.62 1.15 0.2655
H 4.14 -3.42 -1.40 0.3489
C -3.43 0.76 2.11 0.4177
N 2.56 -0.08 -0.60 1.3399
C -0.95 -2.33 -0.33 -1.8847
C 1.74 4.90 0.18 -1.2256
Cl -0.07 0.57 2.56 -0.5481
C -3.04 -4.24 0.54 0.0715
H 6.92 1.39 0.10 0.3928
C -4.11 2.05 4.49 -0.4815
H 0.61 -1.90 2.18 0.6932
C -0.81 3.63 1.02 -0.5003
C 0.14 2.58 -3.45 -1.6302
C -4.93 -7.43 0.28 0.0558
H -4.11 -5.49 1.91 0.4326
N -0.38 -1.32 -0.95 1.9874
H -1.10 3.65 -0.03 0.2316
H -2.51 -2.54 -3.15 0.6151
C 1.31 -1.56 1.42 -1.1764
N -5.56 -8.35 0.56 -0.5433
C 4.95 0.62 -0.27 -1.0792
H 1.04 4.85 3.33 0.3844
H -1.13 4.57 1.49 0.5942
H -4.36 2.56 5.41 0.3793
H -2.97 -0.92 3.34 0.3642
H -3.60 0.20 5.44 0.3769
H -0.72 -2.67 0.66 0.7188
H 1.97 4.50 -0.81 0.2893
H 1.33 -2.91 -2.17 0.2259
C -0.96 -1.27 -2.20 -1.2186
H 2.41 3.73 3.37 0.3461
C 3.11 1.91 0.58 0.5891
C 4.47 -2.40 -1.24 -1.5299
H -2.87 -0.98 1.00 -0.6137
C 5.39 2.67 0.91 -1.1052
H 4.33 -0.87 -3.98 0.4223
H -4.51 3.76 3.25 0.3829
Si 3.14 -1.19 -1.84 0.5902
C -3.86 2.08 2.10 -0.3166
H 5.41 -2.26 -1.78 0.4947
H 4.67 -2.28 -0.17 0.3670
H -3.99 0.10 0.17 0.5559
H -2.79 -3.50 1.29 0.3803
H 1.26 -1.65 -3.43 0.3446
H -0.69 -0.50 -2.91 0.7335
N -1.97 0.65 0.08 1.1665
H 6.08 3.40 1.31 0.3656
N 1.74 1.98 0.73 1.0109
C 4.02 2.84 1.08 -0.7819
```

Values from the calculation:
Energy above the lowest of the compared OMol25 structures with the same formula, charge and spin (eV): 0.359
E_HOMO (eV): -4.0385
Charge: -1
Lowest unoccupied orbital energy (eV): 1.513

---

C35H42ClN2O3P | wB97M-V/def2-TZVPD

The geometry in XYZ format:
```
84
Properties=species:S:1:pos:R:3:mulliken_charge:R:1
C 8.37 -5.42 -4.55 -0.3492
C -1.24 -3.12 7.14 -0.3608
N 2.29 -3.05 -2.70 0.3526
H 0.97 -0.14 6.09 0.4269
H -2.87 -0.71 -2.89 0.2662
H -1.16 -3.71 5.08 0.3620
H 5.14 -4.89 -3.65 0.4505
C -0.05 -1.91 5.44 -0.4196
H -1.21 10.39 2.70 0.3541
C -0.04 -1.12 7.71 -0.4346
H 0.27 -0.39 8.45 0.3611
C 0.35 -0.98 6.39 -0.3415
H 0.48 -1.77 -1.13 0.4193
H 0.25 -1.79 4.41 0.4338
C 0.40 3.72 3.03 -0.6140
C -1.82 -0.77 -2.60 -1.1902
C 6.01 -4.32 -5.53 -0.5304
H -1.84 5.49 2.57 0.4615
C -5.46 2.16 -3.67 -0.5049
H 0.32 2.89 1.06 0.4371
C -7.60 0.39 -3.64 -0.3515
H -1.15 -2.30 9.12 0.3617
C -0.79 1.71 2.47 0.2700
C -0.84 -2.19 8.09 -0.3547
H -0.34 -3.31 -0.72 0.3563
C 7.16 -4.31 -6.31 -0.3478
H 7.24 -5.88 -2.79 0.3441
C -1.35 9.31 2.67 -0.3766
H 1.02 4.57 2.74 0.3950
H 5.09 -3.90 -5.91 0.3677
H -4.63 2.85 -3.68 0.3588
O 1.58 -0.41 -2.30 -0.5766
Cl -1.78 -0.93 0.13 -0.2915
H -0.90 9.04 4.76 0.3584
C -1.18 8.56 3.83 -0.3927
C -1.71 6.56 2.60 -0.2288
C 1.06 -3.73 -2.96 0.2823
C -7.61 1.48 -4.49 -0.4001
H -1.24 -1.07 -3.48 0.2770
H -1.23 6.59 4.69 0.3513
H -1.81 0.74 4.09 0.4705
C -1.19 1.58 3.79 -0.3438
N 3.63 -4.78 -1.70 -0.4775
C 0.01 2.79 2.09 -0.5434
C -6.51 0.18 -2.79 -0.4661
C 2.95 -3.52 -1.46 -0.8031
H -2.45 -2.49 -1.45 0.3855
C -0.30 -2.47 -1.43 -0.8142
H -4.60 0.91 -2.15 0.5517
H 9.29 -5.85 -4.17 0.3586
C 7.22 -5.43 -3.77 -0.4607
C -5.45 1.07 -2.81 -0.2797
C -1.36 7.18 3.79 -0.4104
H -6.56 3.21 -5.18 0.3543
H -2.15 6.83 0.52 0.3617
H 2.21 -3.57 -0.64 0.3091
C -6.55 2.37 -4.51 -0.3270
H 0.31 4.32 5.09 0.5009
H -1.49 0.23 -2.31 0.3451
H -1.09 0.98 1.74 -0.0542
O 1.03 -4.83 -3.39 -0.5122
O -0.06 -3.00 -2.75 -0.2071
P 2.39 -1.40 -3.03 0.2328
H 2.16 -1.42 -4.42 0.0956
H 3.70 -2.78 -1.17 0.5484
H -8.43 -0.30 -3.62 0.3557
H 2.96 -5.54 -1.75 0.2193
C 8.34 -4.86 -5.82 -0.4212
H 3.77 -1.25 -2.86 0.1061
H -1.11 2.41 5.77 0.4313
C -0.85 -2.98 5.82 -0.3893
H -6.50 -0.67 -2.13 0.3540
C 0.00 3.59 4.36 -0.3190
H 7.14 -3.88 -7.30 0.3617
C -0.79 2.52 4.74 -0.5598
H -8.46 1.64 -5.15 0.3544
C -1.70 8.69 1.48 -0.3463
C -1.88 7.31 1.45 -0.4862
C -1.65 -1.76 -1.46 0.3639
C 6.04 -4.89 -4.26 -0.1217
H -1.86 -3.96 7.43 0.3544
H 4.28 -4.98 -0.95 0.2378
H 9.24 -4.84 -6.43 0.3513
H -1.84 9.28 0.59 0.3562
```

Values from the calculation:
E_HOMO (eV): -9.1419
Charge: 0
SMILES: C[C@H](Cl)COC(=O)N(CN)[PH2]=O.c1ccccc1.c1ccccc1.c1ccccc1.c1ccccc1.c1ccccc1
Lowest unoccupied orbital energy (eV): 0.393

---

C35H42FeN4O3 | wB97M-V/def2-TZVPD

The geometry in XYZ format:
```
85
Properties=species:S:1:pos:R:3:mulliken_charge:R:1
N -2.68 0.88 1.14 0.6223
C -0.33 -5.36 3.01 -1.5984
C 1.98 -5.05 2.15 -2.1052
C 3.91 -2.33 -3.16 -1.6785
H 2.25 -3.55 4.44 0.3789
C 1.09 -0.60 -0.36 0.3104
O 0.34 3.37 0.41 -0.6853
C 1.02 6.61 -1.01 -0.4708
H -2.52 -3.03 -3.05 0.4148
C 2.73 -1.50 -3.68 2.1403
H -0.35 8.25 -1.33 0.3867
H 2.35 1.28 -3.40 0.5003
C 0.87 -4.41 2.99 2.1419
H 1.67 -2.41 -1.33 0.5970
O -0.10 2.17 2.61 -0.3319
C -2.34 -2.05 -2.64 -1.0569
H 4.69 -1.68 -2.76 0.3934
H 2.87 -4.42 2.12 0.4141
H -3.19 5.27 0.72 0.2740
Fe -1.10 1.98 0.73 1.2064
H -2.97 1.52 3.10 0.0893
H -3.37 -2.41 -0.81 0.4495
H 2.05 -3.04 -5.05 0.4910
C 2.14 -0.69 -2.53 0.5458
C 0.98 -2.49 1.31 -0.7890
H 0.79 -1.87 -4.60 0.1419
C 1.64 -2.44 -4.22 -1.4033
H 0.48 2.79 2.14 0.3615
C 1.66 -1.33 -1.39 -0.7645
C -1.28 6.55 -0.42 -0.8123
H 0.63 -3.82 5.08 0.3204
H 3.64 -1.23 -5.61 0.4349
H -4.47 1.04 2.28 0.4674
H 2.17 4.84 -0.58 0.4702
C 0.43 -3.06 2.44 0.3713
C -1.42 0.18 -2.90 -0.6463
H 1.65 -5.22 1.12 0.4138
H 1.87 7.14 -1.42 0.3892
C -2.80 -1.70 -1.39 -0.5524
C -0.60 2.78 3.79 -0.8460
H 1.71 -5.19 4.83 0.4563
C 3.22 -0.61 -4.82 -2.2100
O -1.57 1.74 -1.15 -0.8647
H -1.05 -2.71 3.98 0.4554
C -2.54 -0.43 -0.84 0.3519
H -1.21 2.04 4.32 0.2645
H -1.74 -0.53 3.05 0.2764
H -0.04 -6.34 3.40 0.4475
H -0.90 0.92 -3.49 0.4847
C -0.22 7.24 -0.96 -0.7865
C -1.65 -1.08 -3.39 -0.4435
H -1.14 -4.98 3.63 0.3218
C 1.40 -4.23 4.42 -1.6520
H 3.61 -3.02 -2.37 0.2977
C -2.31 4.63 0.65 -0.1791
H -2.26 7.02 -0.36 0.3369
H -0.73 -5.50 2.00 0.3716
H 2.41 -0.02 -5.25 0.4007
C -3.67 2.98 1.67 -1.0859
H -1.31 -1.33 -4.39 0.6469
C -0.57 -2.33 3.08 -0.9645
H 2.26 -6.01 2.58 0.4289
H 0.22 3.07 4.44 0.3607
C 0.12 4.58 0.00 0.4945
H -4.11 -0.52 0.68 0.3762
N -2.39 3.44 1.11 0.3621
H -3.99 3.62 2.49 0.5154
H 1.25 2.42 -1.50 0.3062
H 1.28 -3.12 -3.46 0.3102
H 4.00 0.08 -4.48 0.4224
C 2.01 0.70 -2.55 -0.5184
H -4.44 3.01 0.88 0.4332
C 0.53 -1.25 0.85 -0.4156
C -3.50 1.53 2.14 -0.9144
C -3.16 -0.05 0.40 -0.4485
N -0.43 -0.57 1.47 0.5274
H 1.79 -2.98 0.78 0.8091
C 1.20 5.33 -0.54 -0.6217
H -1.22 3.65 3.56 0.2393
H 4.34 -2.92 -3.97 0.4603
C -1.15 5.23 0.06 0.3822
C 1.40 1.35 -1.49 -1.1279
C -0.96 -1.11 2.56 -0.9442
N 0.96 0.73 -0.41 -0.0192
C -1.83 0.56 -1.59 0.6702
```

Values from the calculation:
Energy above the lowest of the compared OMol25 structures with the same formula, charge and spin (eV): 1.277
E_HOMO (spin up / spin down) (eV): -6.9681 / -6.9274
Charge: 0
Lowest unoccupied orbital energy (spin up / spin down) (eV): 0.522 / 0.519